No. 1
The following is a DFT calculation (wB97M-V/def2-TZVPD) of a molecular structure, C5H12O8 in a non-equilibrium geometry.

Last column: Mulliken charge in e.
Element x y z (Å)
H: 1.686 0.542 8.016  0.496
O: 1.636 -0.001 9.188  -0.037
O: 2.851 -0.381 9.370  -0.012
H: -3.348 -1.292 5.838  0.320
O: -2.445 -0.913 5.992  -0.364
O: -2.018 -0.436 4.644  -0.365
C: -1.123 0.642 4.850  1.419
C: -1.705 1.829 5.589  -1.691
C: -0.714 0.968 3.345  -1.137
O: 0.182 2.060 3.245  -0.499
C: 0.180 0.113 5.689  -0.088
C: 0.967 -0.951 4.935  -0.710
O: 1.985 -1.484 5.717  -0.420
O: 0.978 1.203 6.166  -0.306
O: 2.112 0.655 6.933  -0.463
H: -0.928 2.603 5.614  0.371
H: -2.608 2.150 5.067  0.444
H: -1.971 1.498 6.589  0.354
H: -0.299 0.077 2.840  0.423
H: -1.653 1.207 2.825  0.465
H: 0.218 2.256 2.286  0.336
H: -0.278 -0.390 6.547  0.511
H: 0.259 -1.783 4.736  0.335
H: 1.359 -0.583 3.965  0.295
H: 2.371 -2.224 5.203  0.320

## Properties
HOMO level (alpha / beta) (eV): -9.4 / -9.3
ΔE to the lowest compared entry with this formula, charge and spin (eV): 1.806
Kohn-Sham gap (alpha / beta) (hartree): 0.2562 / 0.2353
Lowest unoccupied orbital energy (alpha / beta) (eV): -2.48 / -2.90

=====

No. 2
The following is a DFT calculation (wB97M-V/def2-TZVPD) of 2 unconnected molecules or ions with the total composition BrClH2O2Si in a non-equilibrium geometry.

Last column: Mulliken charge in e.
Element x y z (Å)
O: -1.420 -1.076 0.083  -0.374
O: 0.836 0.242 -0.730  -0.513
Si: -0.681 0.092 -0.725  0.672
Cl: -2.155 1.161 -1.534  -0.144
Br: 2.210 0.725 1.872  -0.286
H: -0.758 -1.632 0.406  0.355
H: 1.967 0.487 0.629  0.291

## Properties
HOMO level (eV): -10.4
ΔE to the lowest compared entry with this formula, charge and spin (eV): 2.962
SMILES string: O=[Si](O)Cl.Br
Kohn-Sham gap (hartree): 0.3650
Lowest unoccupied orbital energy (eV): -0.45

=====

No. 3
The following is a DFT calculation (wB97M-V/def2-TZVPD) of a molecular structure, C22H18Cl6GeHgN3OS2Te in a non-equilibrium geometry.

Last column: Mulliken charge in e.
Element x y z (Å)
Hg: -0.314 0.186 -0.090  1.973
C: -2.995 -3.958 -0.163  -0.771
S: -3.991 -2.587 0.476  -0.074
C: -2.750 -1.440 0.944  0.346
S: -1.137 -1.932 1.251  -0.542
N: -3.209 -0.232 1.130  -1.387
N: -2.329 0.757 1.161  0.979
C: -2.553 1.863 1.751  -1.390
C: -1.573 2.934 1.602  1.246
C: -1.860 4.229 2.036  -0.955
C: -0.926 5.229 1.836  -0.279
C: 0.275 4.915 1.218  -0.769
C: 0.487 3.600 0.829  -0.261
N: -0.403 2.636 1.014  0.197
H: -3.700 -4.678 -0.574  0.333
H: -2.418 -4.399 0.644  0.313
H: -2.342 -3.573 -0.943  0.193
H: -3.447 2.032 2.347  0.307
H: -2.809 4.434 2.514  0.398
H: -1.135 6.245 2.146  0.411
H: 1.032 5.666 1.041  0.409
H: 1.405 3.309 0.330  0.331
Cl: -4.229 1.194 -6.627  -0.269
C: -3.420 0.617 -5.202  0.504
C: -3.071 1.508 -4.206  -0.875
C: -2.412 1.040 -3.084  0.774
Cl: -2.004 2.179 -1.842  -0.164
C: -2.041 -0.319 -2.893  -0.677
O: -1.374 -0.787 -1.899  -0.616
C: -2.450 -1.168 -3.956  0.485
Cl: -2.049 -2.845 -3.818  -0.247
C: -3.113 -0.727 -5.081  -0.775
H: -3.298 2.561 -4.296  0.409
H: -3.381 -1.426 -5.861  0.420
C: 2.366 0.024 2.266  -1.011
Te: 2.459 0.015 0.066  0.114
C: 2.703 -2.083 0.476  -0.926
C: 3.430 -2.158 1.785  0.442
C: 4.255 -3.225 2.117  -0.744
C: 4.899 -3.257 3.345  -0.527
C: 4.737 -2.208 4.239  -0.513
C: 3.934 -1.128 3.901  -0.790
C: 3.268 -1.100 2.681  0.708
H: 1.341 -0.183 2.584  0.332
H: 2.674 0.973 2.704  0.520
H: 3.248 -2.557 -0.336  0.579
H: 1.711 -2.535 0.546  0.249
H: 4.407 -4.022 1.398  0.431
H: 5.539 -4.094 3.595  0.381
H: 5.249 -2.224 5.192  0.379
H: 3.825 -0.296 4.586  0.410
Cl: 2.941 0.909 -5.609  -0.442
Ge: 1.494 0.540 -3.948  0.403
Cl: 2.121 2.448 -2.701  -0.466
Cl: 2.935 -0.901 -2.623  -0.506

## Properties
HOMO level (eV): -5.0
ΔE to the lowest compared entry with this formula, charge and spin (eV): 0.000
Kohn-Sham gap (hartree): 0.2438
Charge: -1
Lowest unoccupied orbital energy (eV): 1.60

=====

No. 4
The following is a DFT calculation (wB97M-V/def2-TZVPD) of 2 unconnected molecules or ions with the total composition C5H8S in a non-equilibrium geometry.

Last column: Mulliken charge in e.
Element x y z (Å)
C: 0.838 -0.905 -0.002  -0.054
C: 1.471 0.360 -0.422  0.131
C: 0.192 -1.543 -0.951  -1.037
C: -2.627 0.353 0.780  -0.335
C: 1.656 1.369 0.426  -0.890
S: -2.299 0.201 -0.801  -0.141
H: 0.644 -0.965 0.992  0.408
H: 1.582 0.490 -1.499  0.236
H: -0.382 -2.404 -0.749  0.377
H: -3.576 -0.084 1.266  0.260
H: -1.912 1.085 1.402  0.220
H: 1.614 1.321 1.505  0.300
H: 2.346 2.136 0.082  0.279
H: 0.454 -1.415 -2.029  0.246

## Properties
HOMO level (eV): -8.7
ΔE to the lowest compared entry with this formula, charge and spin (eV): 3.156
SMILES string: C=CC=C.C=S
Kohn-Sham gap (hartree): 0.3036
Lowest unoccupied orbital energy (eV): -0.39

=====

No. 5
The following is a DFT calculation (wB97M-V/def2-TZVPD) of 2 unconnected molecules or ions with the total composition C14H31Cl2N3O8PS2 in a non-equilibrium geometry.

Last column: Mulliken charge in e.
Element x y z (Å)
C: -2.290 0.175 4.794  -1.187
S: -0.863 0.279 3.730  1.394
O: -0.290 1.580 3.916  -0.647
O: 0.042 -0.806 3.955  -0.655
C: -1.529 0.122 2.062  -1.181
N: -2.005 -1.228 1.880  -0.249
C: -2.670 -1.412 0.599  -0.687
N: -3.041 -2.799 0.526  -0.548
C: -1.785 -0.989 -0.609  0.313
P: -2.830 -1.173 -2.136  0.498
O: -2.804 -2.568 -2.602  -0.640
N: -1.340 0.418 -0.325  0.934
C: -0.680 1.144 -1.467  0.118
C: -1.462 2.397 -1.770  -1.116
O: -1.293 3.224 -0.605  -0.206
C: -2.090 4.343 -0.598  0.075
O: -2.365 4.896 0.449  -0.421
C: -0.526 0.494 0.954  -0.623
C: 0.745 -0.339 0.890  0.168
C: 1.905 0.227 1.717  -0.761
C: 2.715 1.270 0.940  -1.323
C: 3.603 0.656 -0.146  -0.272
S: 5.116 -0.001 0.524  1.201
O: 6.073 1.026 0.718  -0.623
O: 4.826 -0.756 1.706  -0.636
O: 5.616 -1.043 -0.578  -0.485
H: -2.947 1.006 4.567  0.370
H: -2.802 -0.746 4.531  0.367
H: -1.922 0.189 5.811  0.463
H: -2.367 0.820 1.975  0.480
H: -1.265 -1.912 1.998  0.343
H: -3.521 -0.705 0.626  0.333
H: -3.376 -3.068 -0.397  0.344
H: -3.840 -2.920 1.139  0.307
H: -0.962 -1.704 -0.721  -0.296
H: -4.129 -0.720 -1.810  0.108
H: -2.338 -0.334 -3.161  0.093
H: -2.196 0.935 -0.108  0.524
H: 0.289 1.468 -1.097  -0.176
H: -0.480 0.520 -2.327  0.274
H: -1.102 2.902 -2.662  0.576
H: -2.532 2.181 -1.840  0.459
H: -2.458 4.760 -1.548  0.383
H: -0.226 1.538 1.048  0.361
H: 1.083 -0.348 -0.147  -0.100
H: 0.559 -1.383 1.128  0.484
H: 2.529 -0.603 2.026  0.644
H: 1.581 0.705 2.634  0.324
H: 2.053 1.989 0.459  0.308
H: 3.319 1.787 1.680  0.541
H: 3.874 1.395 -0.894  0.485
H: 3.073 -0.167 -0.626  -0.027
H: 5.197 -1.881 -0.340  0.372
Cl: 0.718 -2.300 -2.033  -0.013
C: 1.328 -2.473 -3.709  -0.615
C: 2.331 -1.405 -4.057  -0.328
Cl: 1.582 0.215 -4.166  -0.162
H: 0.470 -2.457 -4.376  0.304
H: 1.795 -3.453 -3.776  0.423
H: 2.768 -1.618 -5.030  0.388
H: 3.133 -1.352 -3.325  0.219

## Properties
HOMO level (eV): -13.3
Kohn-Sham gap (hartree): 0.3767
Charge: +1
Lowest unoccupied orbital energy (eV): -3.06

=====

No. 6
The following is a DFT calculation (wB97M-V/def2-TZVPD) of a molecular structure, C27H57MoNO4P2SSi in a non-equilibrium geometry.

Last column: Mulliken charge in e.
Element x y z (Å)
Mo: 1.265 -1.353 -0.664  -0.993
P: -0.002 -3.302 -0.795  1.593
P: 3.074 0.175 -1.563  1.393
N: 2.589 -2.318 0.056  -0.498
H: 0.129 -1.413 -1.942  0.311
C: 0.057 -4.354 -2.269  -1.085
H: -0.739 -5.108 -2.241  0.451
H: 1.031 -4.851 -2.351  0.378
H: -0.075 -3.714 -3.140  0.241
C: -1.756 -3.008 -0.442  -1.342
H: -2.302 -3.958 -0.381  0.589
H: -2.135 -2.377 -1.249  0.414
H: -1.845 -2.465 0.504  0.269
C: 0.430 -4.512 0.511  -1.320
H: -0.335 -5.294 0.625  0.514
H: 0.539 -4.025 1.488  0.329
H: 1.384 -5.021 0.311  0.394
C: 4.062 0.048 -3.096  -1.278
H: 4.717 0.914 -3.254  0.432
H: 3.378 -0.055 -3.937  0.369
H: 4.695 -0.840 -3.066  0.375
C: 2.455 1.895 -1.466  -0.982
H: 3.233 2.612 -1.752  0.662
H: 2.122 2.086 -0.446  0.125
H: 1.603 1.959 -2.144  0.154
C: 4.479 0.284 -0.387  -1.319
H: 5.123 1.155 -0.585  0.496
H: 5.111 -0.611 -0.435  0.370
H: 4.115 0.368 0.641  0.312
C: 3.615 -3.002 0.638  -0.357
C: 5.367 -4.630 0.479  -0.765
C: 4.376 -3.888 -0.148  0.094
C: 3.823 -2.827 2.014  -0.024
C: 4.812 -3.568 2.632  -0.718
C: 5.571 -4.461 1.863  -0.335
H: 5.958 -5.318 -0.131  0.428
H: 4.114 -3.971 -1.203  0.490
H: 3.158 -2.136 2.542  0.514
H: 4.983 -3.436 3.709  0.441
H: 6.361 -5.039 2.360  0.417
C: -0.170 -0.467 -3.455  0.852
O: 0.998 0.072 -3.657  -0.611
C: -0.559 -1.536 -4.501  -1.349
H: -1.468 -1.140 -4.999  0.424
H: -0.719 -2.507 -3.962  0.105
H: 0.257 -1.559 -5.254  0.387
C: -1.287 0.532 -3.066  -0.741
H: -1.106 1.323 -3.831  0.484
H: -1.188 0.862 -1.999  -0.339
H: -2.272 0.039 -3.190  0.350
C: -4.153 0.103 1.970  -1.260
C: -3.943 0.368 0.483  1.584
C: -4.523 -0.796 -0.306  -1.523
C: -4.598 1.677 0.065  -1.736
O: -2.520 0.466 0.138  0.204
Si: -1.231 1.247 0.773  -0.528
S: 0.311 -0.123 0.964  -0.081
O: -0.814 2.451 -0.241  0.323
C: -1.100 3.858 -0.549  1.467
C: 0.168 4.495 -1.125  -1.510
C: -2.194 3.885 -1.616  -1.285
C: -1.518 4.616 0.710  -1.293
O: -1.546 1.821 2.269  0.373
C: -1.049 1.979 3.638  1.982
C: 0.095 1.009 3.896  -1.719
C: -0.581 3.419 3.833  -1.692
C: -2.221 1.688 4.574  -1.789
H: -5.226 -0.032 2.184  0.541
H: -3.822 0.965 2.556  0.085
H: -3.629 -0.809 2.300  0.277
H: -5.616 -0.855 -0.166  0.436
H: -4.314 -0.650 -1.374  0.298
H: -4.093 -1.750 0.016  0.261
H: -4.179 2.523 0.631  0.251
H: -4.475 1.868 -1.012  0.291
H: -5.666 1.593 0.301  0.627
H: 0.454 3.978 -2.051  0.285
H: 0.005 5.557 -1.380  0.428
H: 0.977 4.451 -0.378  0.342
H: -2.348 4.950 -1.855  0.526
H: -1.910 3.323 -2.526  0.143
H: -3.132 3.469 -1.223  0.141
H: -2.411 4.161 1.171  0.162
H: -0.694 4.678 1.442  0.231
H: -1.772 5.644 0.401  0.581
H: 0.958 1.213 3.244  0.265
H: 0.399 1.157 4.944  0.570
H: -0.226 -0.034 3.749  0.304
H: -1.403 4.127 3.647  0.362
H: -0.252 3.570 4.873  0.510
H: 0.282 3.629 3.185  0.288
H: -3.069 2.363 4.384  0.344
H: -2.543 0.643 4.470  0.371
H: -1.908 1.844 5.620  0.464

## Properties
HOMO level (alpha / beta) (eV): -14.3 / -14.3
Kohn-Sham gap (alpha / beta) (hartree): 0.2352 / 0.2351
Charge: +2
Lowest unoccupied orbital energy (alpha / beta) (eV): -7.92 / -7.92

=====

Number 1: DFT total energy -21746.9904 eV. Number 2: DFT total energy -94572.5072 eV. Number 3: DFT total energy -194418.7019 eV. Number 4: DFT total energy -16146.4816 eV. Number 5: DFT total energy -91867.6023 eV. Number 6: DFT total energy -77739.0209 eV.